{
  "formula": "C34H88BN12O22",
  "method": "ωB97M-V with the def2-TZVPD basis set",
  "multiplicity": 1,
  "charge": -1,
  "homo_lumo_gap_ha": 0.3415,
  "homo_ha": -0.279,
  "symbols": ["O", "O", "O", "O", "O", "O", "O", "O", "O", "O", "O", "O", "O", "O", "O", "O", "O", "O", "O", "O", "O", "O", "N", "N", "N", "N", "N", "N", "N", "N", "N", "N", "N", "N", "C", "C", "C", "C", "C", "C", "C", "C", "C", "C", "C", "C", "C", "C", "C", "C", "C", "C", "C", "C", "C", "C", "C", "C", "C", "C", "C", "C", "C", "C", "C", "C", "C", "C", "B", "H", "H", "H", "H", "H", "H", "H", "H", "H", "H", "H", "H", "H", "H", "H", "H", "H", "H", "H", "H", "H", "H", "H", "H", "H", "H", "H", "H", "H", "H", "H", "H", "H", "H", "H", "H", "H", "H", "H", "H", "H", "H", "H", "H", "H", "H", "H", "H", "H", "H", "H", "H", "H", "H", "H", "H", "H", "H", "H", "H", "H", "H", "H", "H", "H", "H", "H", "H", "H", "H", "H", "H", "H", "H", "H", "H", "H", "H", "H", "H", "H", "H", "H", "H", "H", "H", "H", "H"],
  "xyz": [[1.498, -0.144, -0.512], [-4.459, -0.662, 1.578], [-4.779, 3.184, -1.559], [0.269, 0.846, 1.385], [2.054, -5.033, 5.705], [1.762, -1.330, 3.658], [1.111, 1.493, 3.423], [-1.918, -5.846, -4.825], [-0.471, 4.217, 2.669], [0.958, -1.403, 1.545], [1.610, 4.723, 6.169], [1.154, -6.015, -0.837], [-1.427, -0.801, -2.264], [1.364, 0.026, -2.752], [-7.002, -0.342, -4.826], [6.279, -0.665, 2.781], [5.132, 3.367, -0.786], [2.259, 5.561, -0.231], [4.889, 0.438, -4.937], [-2.583, 1.217, -3.893], [-0.708, -0.834, -0.134], [2.736, -5.205, 1.796], [-4.976, -1.100, -4.136], [-5.404, 1.878, 0.247], [3.753, 2.315, -2.219], [-5.451, 1.043, -3.761], [2.781, -0.580, -5.122], [3.792, -3.888, 3.355], [4.341, -0.775, -6.724], [-3.667, 1.301, -0.982], [3.364, -3.067, 1.323], [0.021, -6.085, 5.487], [0.316, -4.084, 4.535], [5.821, 1.483, -1.909], [2.431, 2.517, 6.181], [-1.821, 3.917, 2.990], [4.560, 0.558, 1.630], [-0.077, 5.904, -0.607], [1.340, 3.442, 6.730], [-0.123, -4.283, 0.281], [1.371, -3.784, -1.795], [4.939, 2.446, -1.576], [0.918, -5.072, 5.256], [1.149, 5.026, -0.898], [-5.885, -0.111, -4.367], [1.257, -0.842, 2.677], [-1.767, -4.401, -4.921], [-1.666, 2.713, -5.417], [5.527, 0.551, 2.787], [1.338, 3.586, 8.223], [4.831, 0.630, 4.109], [-2.330, 2.617, -4.068], [-1.866, 3.115, 4.293], [0.853, 0.714, 2.532], [0.872, -0.149, -1.667], [-2.492, -4.022, -3.639], [-6.032, -1.513, -0.075], [-1.396, 3.059, -2.911], [-4.621, 2.188, -0.841], [3.259, -4.156, 2.149], [-3.700, -2.432, 0.191], [-2.320, -3.949, -6.241], [-2.475, 3.085, 1.897], [1.030, 3.591, -0.402], [-4.918, -1.878, 0.880], [0.484, -4.802, -1.065], [-0.578, -0.623, -1.428], [4.046, -0.278, -5.483], [0.509, -0.384, 0.577], [5.189, -0.568, -7.220], [-6.960, -1.121, 0.339], [2.599, 6.278, -0.774], [3.148, -3.092, 0.346], [-3.190, -4.503, -6.594], [-3.300, 3.099, -3.958], [-6.330, 2.266, 0.235], [-1.545, -3.942, -7.006], [0.059, 3.414, 2.766], [1.613, -4.129, -2.802], [-2.122, -4.524, -2.749], [6.723, -0.738, 1.931], [-2.747, -2.948, -6.117], [-1.793, 3.913, -2.359], [-0.858, 2.018, -5.639], [1.990, 3.076, -0.339], [-1.252, -6.294, -5.355], [3.895, -1.595, -7.099], [6.766, 1.535, -1.581], [-0.595, -5.138, 0.763], [0.799, -3.198, 4.477], [2.461, -0.314, -4.198], [-1.011, 2.453, 4.433], [-3.507, -4.434, -3.698], [-0.925, 5.667, -1.258], [5.528, 0.812, -2.602], [0.357, 3.050, 6.455], [-6.336, -2.458, -0.536], [3.089, 3.046, -2.044], [-2.349, 4.867, 3.072], [-3.461, 2.745, 2.212], [-2.789, -2.226, 0.748], [2.268, 1.451, 6.354], [-1.813, 3.730, 5.197], [5.065, 0.735, 0.678], [2.332, 4.624, 5.545], [0.097, 6.943, -0.899], [0.532, 4.279, 8.484], [5.567, 0.351, 4.870], [-5.187, 1.023, 0.730], [3.547, 1.508, -2.778], [-2.686, -2.956, -3.511], [2.244, -1.037, -5.831], [3.884, -4.701, 3.943], [-2.814, 2.588, 4.420], [-4.113, -0.871, -3.681], [0.668, -3.915, 0.936], [1.794, -5.878, -0.125], [3.949, -2.315, 1.640], [0.421, 2.945, -1.038], [-0.681, -4.288, -4.844], [0.587, 3.445, 0.584], [2.278, -3.560, -1.242], [0.338, -6.958, 5.866], [-3.814, -3.521, 0.170], [-3.739, 0.483, -0.400], [4.032, -0.380, 1.440], [-0.917, -5.882, 5.215], [3.785, 1.285, 1.881], [0.755, -2.901, -1.990], [-1.322, 2.281, -2.151], [-6.019, 1.871, -3.793], [-3.123, 1.316, -1.823], [1.326, 4.932, -1.978], [3.457, 2.754, 6.463], [-0.569, -4.243, 4.102], [-1.856, 0.683, -4.225], [-0.445, 5.865, 0.417], [-0.409, -5.035, -1.648], [-4.048, -0.959, 2.394], [2.338, 2.569, 5.093], [-4.509, 1.045, -3.392], [-0.387, 3.363, -3.194], [-5.309, -2.021, -4.367], [-1.911, 2.185, 1.637], [-2.518, 3.617, 0.944], [-5.417, -2.466, 1.654], [-2.422, 2.681, -6.207], [-3.552, -2.094, -0.835], [4.545, 1.654, 4.356], [2.228, 4.073, 8.629], [-5.675, -0.893, -0.900], [1.149, 2.687, 8.810], [-0.803, -3.440, 0.157], [-1.289, 3.724, -5.612], [6.198, 1.411, 2.692], [3.984, -0.032, 4.295], [3.768, -2.982, 3.787]],
  "lowdin_charge": [0.24, -0.10, 0.00, 0.23, 0.02, 0.11, 0.12, -0.09, -0.06, 0.21, -0.05, -0.05, 0.12, 0.11, 0.00, -0.05, 0.01, -0.03, 0.01, -0.13, 0.22, 0.02, 0.15, 0.17, 0.18, 0.17, 0.18, 0.17, 0.12, 0.21, 0.18, 0.14, 0.17, 0.16, -0.07, -0.46, -0.03, -0.04, -0.49, -0.03, -0.01, -0.71, -0.67, -0.48, -0.67, -0.37, -0.45, -0.06, -0.48, -0.07, -0.06, -0.42, -0.05, -0.36, -0.38, -0.05, -0.06, -0.03, -0.70, -0.67, -0.05, -0.05, -0.06, -0.04, -0.44, -0.46, -0.39, -0.66, -0.85, 0.10, 0.08, 0.09, 0.07, 0.08, 0.13, 0.10, 0.07, 0.05, 0.08, 0.06, 0.08, 0.07, 0.07, 0.09, 0.07, 0.08, 0.09, 0.10, 0.08, 0.08, 0.06, 0.06, 0.09, 0.06, 0.07, 0.12, 0.09, 0.08, 0.14, 0.07, 0.07, 0.09, 0.07, 0.07, 0.08, 0.07, 0.08, 0.08, 0.04, 0.07, 0.05, 0.10, 0.10, 0.07, 0.07, 0.05, 0.06, 0.07, 0.05, 0.13, 0.06, 0.06, 0.10, 0.09, 0.08, 0.06, 0.08, 0.09, 0.07, 0.05, 0.11, 0.06, 0.13, 0.08, 0.09, 0.09, 0.07, 0.11, 0.09, 0.05, 0.04, 0.08, 0.10, 0.07, 0.08, 0.13, 0.08, 0.07, 0.07, 0.08, 0.07, 0.08, 0.05, 0.08, 0.14, 0.07, 0.09]
}

***

{
  "formula": "C4H8O3",
  "method": "ωB97M-V with the def2-TZVPD basis set",
  "multiplicity": 1,
  "homo_lumo_gap_ha": 0.3598,
  "homo_ha": -0.338,
  "de_lowest_kcal_mol": 46.6,
  "symbols": ["O", "O", "O", "C", "C", "C", "C", "H", "H", "H", "H", "H", "H", "H", "H"],
  "xyz": [[0.739, 1.387, 0.672], [-0.767, -1.920, -1.579], [-1.387, 1.107, 1.869], [-1.056, 0.054, -0.130], [1.336, -0.933, -1.136], [-0.153, -1.071, -0.990], [-0.216, 0.450, 1.008], [1.170, 1.709, 1.472], [-1.275, 0.868, -0.819], [1.830, -1.628, -0.458], [-1.946, -0.495, 0.171], [1.682, 0.091, -1.019], [0.140, -0.358, 1.654], [1.606, -1.180, -2.162], [-1.703, 1.918, 1.449]],
  "nbo_charge": [-0.71, -0.54, -0.79, -0.52, -0.75, 0.60, 0.37, 0.49, 0.24, 0.24, 0.25, 0.24, 0.17, 0.24, 0.46]
}

***

What is the formula in the first record?
C34H88BN12O22